Run w
ORCA calculation (ωB97M-V/def2-TZVPD) on an isolated molecule of C4H7NO.

XYZ file:
```
13
Properties=species:S:1:pos:R:3
C 1.6388 0.4003 0.0571
N 0.2312 0.1243 -0.3360
C -0.3702 1.2589 -0.6022
C -0.3169 -1.0786 0.0160
C -1.6897 -1.1949 0.4075
O -2.1952 -2.1900 0.9063
H 2.0536 1.2376 -0.5132
H 2.2591 -0.4824 -0.0363
H 1.5690 0.7109 1.1053
H -1.4020 1.3998 -0.3472
H 0.2254 2.0582 -1.0118
H 0.3262 -1.9497 0.0607
H -2.3098 -0.2799 0.2722
```

Output
**Frontier orbital gap (alpha / beta)**: 0.2701 / 0.2754 hartree

natural (NBO) population analysis, charges in e, atoms 1 to 5: C -0.391; N -0.216; C -0.215; C -0.274; C 0.339

***

Run x
ORCA calculation (ωB97M-V/def2-TZVPD) on a structure of composition C4H7NO.

XYZ file:
```
13
Properties=species:S:1:pos:R:3
C -1.3097 -1.5002 -0.0280
C -0.4922 0.7433 0.3018
N -0.4490 -0.6326 0.7704
H -1.0346 -2.5480 0.1341
H -2.3480 -1.3857 0.3020
H -1.2665 -1.3004 -1.1047
H -1.1122 0.9546 -0.5768
H -0.7144 1.4781 1.0805
C 1.9989 1.2826 -0.2995
C 0.9846 0.4754 0.0237
O 0.9038 -0.7937 0.2335
H 1.8440 2.3502 -0.4027
H 2.9950 0.8762 -0.4343
```

Output
**Frontier orbital gap**: 0.3470 hartree

natural (NBO) population analysis, charges in e, atoms 1 to 5: C -0.444; C -0.312; N -0.111; H 0.217; H 0.212

***

Last place for stability: run x

***

Run w
ORCA calculation (ωB97M-V/def2-TZVPD) on an isolated molecule of C4H7NO.

XYZ file:
```
13
Properties=species:S:1:pos:R:3
C -1.7718 1.0266 0.0880
C -0.6267 0.1133 -0.1416
N -0.5019 -1.1384 0.1137
C 0.8471 -1.4012 0.3129
C 1.5508 -0.3601 -0.4914
O 0.7070 0.7418 0.0677
H -1.7403 1.4406 1.1071
H -2.6872 0.4407 -0.0191
H -1.7876 1.8593 -0.6204
H 0.9235 0.1863 1.0602
H 1.1630 -2.4394 0.3551
H 1.3328 -0.3372 -1.5715
H 2.5912 -0.1322 -0.2607
```

Output
**Frontier orbital gap**: 0.3198 hartree

natural (NBO) population analysis, charges in e, atoms 1 to 5: C -0.667; C 0.355; N -0.390; C -0.348; C -0.120

***

Run x
ORCA calculation (ωB97M-V/def2-TZVPD) on a cluster of 2 separate species, C4H7NO in total.

XYZ file:
```
13
Properties=species:S:1:pos:R:3
O 2.5822 -0.2590 -0.5479
N 1.9308 0.7181 -0.2136
C 0.5386 0.4936 -0.2756
C -0.2213 -0.5704 -0.5978
C -1.4581 0.0360 0.0115
C -0.6061 1.3261 0.2458
H 1.7312 -1.7879 0.5339
H -0.0319 -1.5032 -1.1165
H 1.0483 -1.9561 0.7833
H -2.3366 0.1146 -0.6333
H -1.7474 -0.4498 0.9516
H -0.8994 2.1470 -0.4150
H -0.5304 1.6910 1.2735
```

Output
**Frontier orbital gap (alpha / beta)**: 0.3088 / 0.3088 hartree

natural (NBO) population analysis, charges in e, atoms 1 to 5: O -0.295; N 0.111; C 0.011; C -0.075; C -0.430

***

Last place for stability: run x

***

Run w
ORCA calculation (ωB97M-V/def2-TZVPD) on an isolated molecule of C4H7NO.

XYZ file:
```
13
Properties=species:S:1:pos:R:3
O 1.7692 0.1809 -1.4011
C 0.5906 -0.3370 -1.2848
C 0.3404 -1.0999 0.0150
N -0.7659 -0.4971 0.7568
C -0.5139 0.9205 1.0258
C -1.3011 0.5310 -0.1683
H 2.2751 -0.0070 -0.5868
H -0.8052 0.3234 -1.3191
H 1.2327 -1.1950 0.6540
H 0.0629 -2.1184 -0.2928
H 0.4863 1.3207 0.8640
H -0.9981 1.3101 1.9235
H -2.3730 0.6678 -0.1860
```

Output
**Frontier orbital gap**: 0.3190 hartree

natural (NBO) population analysis, charges in e, atoms 1 to 5: O -0.605; C 0.262; C -0.373; N -0.391; C -0.281

***

Run x
ORCA calculation (ωB97M-V/def2-TZVPD) on an isolated molecule of C4H7NO.

XYZ file:
```
13
Properties=species:S:1:pos:R:3
N -1.3948 -0.0551 -1.3881
C -1.0093 0.4344 -0.2114
O -1.9335 1.0204 0.5418
C 0.2492 0.4752 0.3542
C 1.5215 -0.1060 -0.1154
C 0.9040 -0.5852 1.1493
H -0.6871 -0.4887 -1.9516
H -2.2793 0.2051 -1.7830
H -1.1950 1.2910 1.1998
H 1.5484 -0.7906 -0.9505
H 2.4150 0.5064 -0.0531
H 1.3712 -0.3228 2.0805
H 0.4898 -1.5841 1.1275
```

Output
**Frontier orbital gap**: 0.3058 hartree

natural (NBO) population analysis, charges in e, atoms 1 to 5: N -0.778; C 0.597; O -0.661; C -0.460; C -0.423

***

Last place for stability: run w

***

Run w
ORCA calculation (ωB97M-V/def2-TZVPD) on a cluster of 2 separate species, C2H8N2 in total.

XYZ file:
```
12
Properties=species:S:1:pos:R:3
C 1.8914 0.6835 -0.0433
N 2.0215 -0.6834 -0.5722
H 0.8555 1.0272 0.0341
H 2.3642 0.7586 0.9311
H 2.3339 1.3635 -0.7715
H 1.2675 -0.8236 -1.2347
H 1.9106 -1.3891 0.1440
C -2.8708 -0.1055 0.4448
N -1.9340 -0.0463 -0.4016
H -3.8018 0.4051 0.1946
H -2.7994 -0.4149 1.4924
H -1.2387 -0.7749 -0.2176
```

Output
**Frontier orbital gap**: 0.3769 hartree

natural (NBO) population analysis, charges in e, atoms 1 to 5: C -0.415; N -0.835; H 0.173; H 0.192; H 0.189

***

Run x
ORCA calculation (ωB97M-V/def2-TZVPD) on a cluster of 2 separate species, C2H8N2 in total.

XYZ file:
```
12
Properties=species:S:1:pos:R:3
N 2.6920 -0.4754 0.8003
H 3.6862 -0.4623 0.4879
H 2.2387 0.3348 0.5139
H 2.7948 -0.4147 1.7984
C -2.5249 0.0186 -0.8801
C -1.4608 0.5084 -0.1064
N -0.3816 -0.3633 0.1879
H -2.3400 -0.6295 -1.6978
H -3.4357 0.6352 -0.8566
H -1.5585 1.6184 0.1558
H -0.2032 -0.9561 -0.6350
H 0.4932 0.1858 0.2318
```

Output
**Frontier orbital gap**: 0.3329 hartree

natural (NBO) population analysis, charges in e, atoms 1 to 5: N -1.053; H 0.361; H 0.336; H 0.359; C -0.529

***

Run y
ORCA calculation (ωB97M-V/def2-TZVPD) on a cluster of 2 separate species, C2H8N2 in total.

XYZ file:
```
12
Properties=species:S:1:pos:R:3
N 2.6453 -1.7684 -0.2221
H 2.5727 -1.3634 0.6986
H 3.1474 -1.1311 -0.8263
H 3.2247 -2.5901 -0.0978
C -2.3793 1.2458 -0.0578
C -0.2282 0.4513 0.2483
N -1.0375 1.3891 0.4783
H -3.0985 1.2020 0.7631
H -2.5486 0.3176 -0.6190
H -2.5946 2.1145 -0.6766
H 0.7706 0.5611 0.6614
H -0.4740 -0.4283 -0.3500
```

Output
**Frontier orbital gap**: 0.3945 hartree

natural (NBO) population analysis, charges in e, atoms 1 to 5: N -1.070; H 0.355; H 0.359; H 0.357; C -0.446

***

Last place for stability: run x

***

Run w
ORCA calculation (ωB97M-V/def2-TZVPD) on a cluster of 2 separate species, C2H8N2 in total.

XYZ file:
```
12
Properties=species:S:1:pos:R:3
C 0.5245 -0.6586 2.3439
H 0.7733 -1.6679 2.8113
H 1.1669 -0.4188 1.5357
H 0.5420 0.2081 3.0803
H -0.5331 -0.8449 1.8676
N -1.1907 0.2117 -0.9822
C -0.3650 0.5543 -2.0297
N 0.8602 0.0942 -2.1431
H -1.5318 1.0526 -0.7360
H -0.8704 -0.4634 -0.1425
H -0.7897 1.2002 -2.8475
H 1.4137 0.7324 -2.7579
```

Output
**Frontier orbital gap**: 0.3746 hartree

natural (NBO) population analysis, charges in e, atoms 1 to 5: C -0.851; H 0.223; H 0.221; H 0.222; H 0.189

***

Run x
ORCA calculation (ωB97M-V/def2-TZVPD) on a cluster of 2 separate species, C2H8N2 in total.

XYZ file:
```
12
Properties=species:S:1:pos:R:3
N 0.0417 1.7988 2.1484
C 0.1232 1.2039 0.8683
N 1.1770 1.4058 0.1705
H 0.3189 2.7538 2.0864
H 0.5166 1.3618 2.9447
H -0.5779 0.4267 0.5069
H 1.2529 0.6922 -0.5539
C -0.5725 -1.8764 -1.6351
H -1.1430 -1.0567 -2.0860
H 0.3739 -2.0376 -2.1804
H -1.0981 -2.8822 -1.7066
H -0.4127 -1.7902 -0.5631
```

Output
**Frontier orbital gap**: 0.3880 hartree

natural (NBO) population analysis, charges in e, atoms 1 to 5: N -0.894; C 0.271; N -0.638; H 0.380; H 0.392

***

Run y
ORCA calculation (ωB97M-V/def2-TZVPD) on a cluster of 2 separate species, C2H8N2 in total.

XYZ file:
```
12
Properties=species:S:1:pos:R:3
C 0.6386 -4.9827 1.9397
H 1.0245 -4.7347 0.9642
H 0.1150 -4.1275 2.3999
H -0.1465 -5.7393 1.9477
H 1.3109 -5.2263 2.7613
N -0.7975 3.0457 -0.5875
C -0.1535 3.6314 -1.6560
N -0.5861 4.7026 -2.1674
H -0.3383 2.2175 -0.2388
H -1.7936 3.1400 -0.4403
H 0.7397 3.0857 -1.9592
H -0.0131 4.9876 -2.9638
```

Output
**Frontier orbital gap**: 0.3792 hartree

natural (NBO) population analysis, charges in e, atoms 1 to 5: C -0.862; H 0.220; H 0.210; H 0.214; H 0.218

***

Last place for stability: run w

***

Run w
ORCA calculation (ωB97M-V/def2-TZVPD) on a cluster of 2 separate species, C6H16N in total.

XYZ file:
```
23
Properties=species:S:1:pos:R:3
C 1.0715 1.1971 2.0319
C 0.5309 0.9390 0.5988
C -0.0740 -0.3686 0.4497
C -1.0050 -0.7909 -0.5612
C -2.2599 -1.4967 0.0812
C -1.4102 0.2947 -1.5596
N 1.6074 1.2130 -0.3774
H 1.7073 2.0776 1.9631
H 1.6672 0.3482 2.3737
H 0.2664 1.4061 2.7311
H -0.2021 1.7267 0.4962
H 2.8207 -1.0911 -1.0464
H 0.2995 -1.2019 1.0519
H -0.4820 -1.6340 -1.0489
H -2.0823 -2.4419 0.5749
H -2.6109 -0.8312 0.8665
H -3.0092 -1.6085 -0.6885
H -2.1166 -0.0868 -2.2918
H -0.5082 0.6096 -2.0922
H -1.7839 1.2199 -1.1251
H 1.5690 0.5476 -1.1373
H 3.4968 -1.2246 -1.3428
H 2.5076 1.1967 0.0519
```

Output
**Charge**: +1
**Frontier orbital gap**: 0.2816 hartree

natural (NBO) population analysis, charges in e, atoms 1 to 5: C -0.599; C -0.228; C 0.461; C -0.383; C -0.560

***

Run x
ORCA calculation (ωB97M-V/def2-TZVPD) on a cluster of 2 separate species, C6H16N in total.

XYZ file:
```
23
Properties=species:S:1:pos:R:3
C 0.8799 0.0788 2.5112
C 0.7485 0.1719 1.0170
C -0.6732 -0.3320 0.5285
C -0.8620 -1.8372 0.8607
C -0.8915 -0.1975 -0.9214
C -1.1976 1.1323 -1.5596
N 1.5015 1.0617 -2.4191
H -0.0171 0.3448 3.1072
H 1.0473 -0.9231 2.9582
H 1.6780 0.6960 2.9349
H 1.3629 -0.5557 0.4718
H -1.3845 0.2666 1.1093
H -1.1350 -1.9251 1.9074
H -1.7299 -2.1988 0.3058
H 0.0234 -2.4050 0.6091
H 2.5104 0.9744 -2.4550
H -1.0965 -1.1595 -1.3776
H -1.2607 1.1377 -2.6394
H -2.1872 1.4790 -1.2008
H -0.3927 1.7459 -1.1251
H 0.8527 1.1724 0.5965
H 1.2256 0.8620 -3.3846
H 0.9977 0.4105 -1.8351
```

Output
**Charge**: +1
**Frontier orbital gap**: 0.2685 hartree

natural (NBO) population analysis, charges in e, atoms 1 to 5: C -0.652; C -0.339; C -0.392; C -0.606; C 0.435

***

Last place for stability: run w

***

Run w
ORCA calculation (ωB97M-V/def2-TZVPD) on the ion C6H16N with charge +1.

XYZ file:
```
23
Properties=species:S:1:pos:R:3
C -2.4317 -1.2105 -0.1212
C -1.1634 -0.4645 -0.5192
C -0.5683 0.3711 0.6165
C 0.7491 -0.2034 1.1691
C 1.9347 -0.1724 0.1856
C 2.9209 0.9628 0.4828
N -1.5143 0.5012 -1.6497
H -3.0591 -1.4052 -0.9892
H -3.0426 -0.6652 0.5819
H -2.1711 -2.1838 0.2845
H -0.4373 -1.1736 -0.8859
H -1.2262 0.3586 1.4920
H -0.4105 1.4355 0.4297
H 1.0542 0.3670 2.0443
H 0.6012 -1.2239 1.4608
H 1.6828 -0.1165 -0.8800
H 2.4913 -1.1081 0.2435
H 3.2773 0.9708 1.5203
H 3.7892 0.8771 -0.1518
H 2.4504 1.9283 0.3967
H -1.7339 0.0131 -2.5195
H -0.7835 1.1984 -1.7764
H -2.4091 0.9430 -1.4147
```

Output
**Charge**: +1
**Frontier orbital gap**: 0.4078 hartree

natural (NBO) population analysis, charges in e, atoms 1 to 5: C -0.638; C -0.044; C -0.443; C -0.395; C -0.410

***

Run x
ORCA calculation (ωB97M-V/def2-TZVPD) on a cluster of 2 separate species, C6H16N in total.

XYZ file:
```
23
Properties=species:S:1:pos:R:3
C -0.9899 1.5560 1.6944
C -1.9405 0.7723 1.2233
N 0.4136 1.1313 1.7814
H -1.1695 2.5829 1.9712
H -2.9558 1.1309 1.2329
H -1.7228 -0.2034 0.8109
H 0.7319 1.0963 0.7994
H 1.0131 1.7376 2.3397
H 0.5400 0.1623 2.0884
C -1.3463 -0.5764 -1.8686
C 0.0289 -0.1957 -1.3452
C 0.8152 -1.2765 -0.5709
C 2.2230 -0.8494 -0.1964
H -1.3198 -1.0764 -2.8350
H -1.9616 0.3164 -2.0014
H -1.9223 -1.2195 -1.1973
H -0.0662 0.7067 -0.7240
H 0.6407 0.1825 -2.1684
H 0.7823 -2.1606 -1.2041
H 0.2847 -1.5035 0.3648
H 2.9161 -0.9057 -1.0348
H 2.6451 -1.5296 0.5516
H 2.3599 0.1215 0.2883
```

Output
**Charge**: +1
**Frontier orbital gap**: 0.4228 hartree

natural (NBO) population analysis, charges in e, atoms 1 to 5: C -0.093; C -0.316; N -0.712; H 0.242; H 0.254

***

Last place for stability: run x

***

Run w
ORCA calculation (ωB97M-V/def2-TZVPD) on a cluster of 2 separate species, C4H9N3O in total.

XYZ file:
```
17
Properties=species:S:1:pos:R:3
C 2.5546 -0.6642 0.3637
N 2.7973 -1.4550 -0.8233
C 1.4872 0.4287 0.1117
N 0.9831 1.4417 -0.0927
H 2.9679 -0.8636 -1.6296
H 2.0101 -2.0654 -1.0158
H 3.4662 -0.1074 0.6035
H 2.3397 -1.3181 1.2145
C -2.5139 1.5025 -0.1016
N -1.5077 0.5367 0.3081
C -1.7387 -0.8318 0.2385
O -2.7011 -1.3188 -0.3051
H -0.7848 0.9043 0.9132
H -1.0375 -1.4513 0.8269
H -2.1053 2.2287 -0.8049
H -2.8760 2.0570 0.7659
H -3.3411 0.9761 -0.5732
```

Output
**Frontier orbital gap**: 0.3597 hartree

natural (NBO) population analysis, charges in e, atoms 1 to 5: C -0.297; N -0.804; C 0.252; N -0.349; H 0.369

***

Run x
ORCA calculation (ωB97M-V/def2-TZVPD) on an isolated molecule of C4H9N3O.

XYZ file:
```
17
Properties=species:S:1:pos:R:3
C 1.2535 0.9683 -1.0766
C -1.8352 0.4549 0.0567
N 1.0220 0.0983 0.0665
C 0.6476 -1.2805 -0.0870
C -0.8026 0.0726 1.0665
O -0.3364 -1.5032 0.7504
N 1.0856 -1.9995 -1.0407
N -0.7597 0.4853 2.2514
H 1.5730 0.2950 0.8942
H 0.5749 -2.8833 -1.0548
H -0.0317 0.0647 2.8230
H 0.5443 0.7729 -1.8802
H 2.2620 0.8085 -1.4623
H 1.1185 2.0055 -0.7629
H -2.7864 0.0124 0.3543
H -1.5844 0.0868 -0.9367
H -1.9450 1.5414 0.0381
```

Output
**Frontier orbital gap**: 0.3711 hartree

natural (NBO) population analysis, charges in e, atoms 1 to 5: C -0.408; C -0.701; N -0.627; C 0.677; C 0.622

***

Last place for stability: run x